Entry 1:
15
Properties=species:S:1:pos:R:3:forces:R:3 method="wB97M-V/def2-TZVPD" relative_energy_ev=3.782 homo_energy_ha=-0.3645 smiles=C#CC[C@H](C)C#C multiplicity=1 e_lumo_ev=1.03 orbital_gap_ev=10.95
C -1.416120 2.236439 -1.734878 0.201 -0.406 0.095
C -0.934567 1.169427 -1.451811 -0.194 0.443 -0.111
C -0.394470 -0.123059 -1.022040 -0.038 -0.058 -0.056
C 0.090423 -0.074955 0.456533 -0.012 0.021 0.071
C 1.603598 0.156746 0.541578 0.082 0.029 0.000
C -0.302759 -1.283883 1.192898 -0.151 -0.390 0.257
C -0.643029 -2.255211 1.818671 0.142 0.348 -0.246
H -1.853271 3.177052 -1.987897 0.102 -0.162 0.020
H 0.438660 -0.417298 -1.672552 -0.127 0.043 0.107
H -1.168765 -0.887697 -1.142275 0.076 0.137 0.049
H -0.415601 0.770435 0.938120 0.051 -0.138 -0.051
H 2.144854 -0.683738 0.093155 -0.093 0.123 0.064
H 1.875885 1.072464 0.006040 -0.056 -0.119 0.069
H 1.925041 0.252081 1.582690 -0.049 -0.006 -0.152
H -0.949879 -3.108803 2.381766 0.067 0.134 -0.116

---

Entry 2:
15
Properties=species:S:1:pos:R:3:forces:R:3 method="wB97M-V/def2-TZVPD" relative_energy_ev=4.676 homo_energy_ha=-0.3384 smiles=C#CC(C)(C)C#C multiplicity=1 e_lumo_ev=0.79 orbital_gap_ev=9.99
C -0.310869 1.187808 2.043175 0.658 -0.124 0.519
C 0.163608 0.440494 1.229444 -0.217 0.271 0.147
C 0.167158 -0.217701 -0.109141 -0.079 0.084 0.072
C 1.251822 0.396312 -1.007975 0.064 0.043 -0.059
C 0.294539 -1.744857 -0.036155 -0.036 -0.053 0.014
C -1.183169 0.261804 -0.525468 -0.282 0.314 0.134
C -2.153882 0.958154 -0.380373 -0.237 -0.338 -0.747
H -0.772699 1.860911 2.731379 0.258 -0.165 0.060
H 1.139908 1.483315 -1.033624 0.045 -0.159 -0.014
H 1.163709 0.010034 -2.028581 -0.005 0.020 0.165
H 2.246209 0.152718 -0.620829 -0.149 0.009 -0.041
H 1.279643 -2.020886 0.354952 -0.150 0.090 -0.054
H -0.470152 -2.169638 0.619505 0.094 0.078 -0.096
H 0.183413 -2.184224 -1.033149 0.006 0.119 0.139
H -2.999237 1.585756 -0.203160 0.030 -0.189 -0.241

---

Entry 3:
15
Properties=species:S:1:pos:R:3:forces:R:3 method="wB97M-V/def2-TZVPD" relative_energy_ev=2.530 homo_energy_ha=-0.3155 smiles=Cc1ccccc1 multiplicity=1 e_lumo_ev=0.70 orbital_gap_ev=9.28
C -2.361276 -0.284166 0.284758 -2.300 0.454 -2.152
C -0.899984 -0.024882 -0.075301 0.010 -1.788 2.173
C -0.103045 -1.098817 -0.583788 1.476 2.986 0.099
C 1.313772 -0.947977 -0.613959 -0.216 2.344 -2.429
C 1.754682 0.411890 -0.382128 2.901 -3.054 -1.585
C 1.130173 1.138686 0.552372 -2.417 1.806 3.373
C -0.248777 0.882837 0.755951 0.181 0.486 0.592
H -2.905363 -0.900096 -0.491018 1.058 -0.227 0.782
H -3.120407 0.606319 0.133310 1.954 -1.053 1.222
H -2.408166 -0.814095 1.263589 -0.361 0.710 -0.678
H -0.551549 -1.673293 -1.319670 -0.862 -2.193 -0.582
H 2.040340 -1.602118 -1.197106 -1.449 0.660 0.806
H 2.651304 0.813457 -0.942983 -0.490 -0.895 1.337
H 1.650669 1.772694 1.338442 -0.543 -0.127 -1.808
H -0.870102 1.331715 1.587998 1.059 -0.109 -1.149

---

Entry 4:
30
Properties=species:S:1:pos:R:3:forces:R:3 method="wB97M-V/def2-TZVPD" homo_energy_ha=-0.3746 multiplicity=1 e_lumo_ev=-0.35 orbital_gap_ev=9.84
C -29.292185 19.071312 1.695297 -0.070 -0.094 0.143
Br -28.732230 18.989856 3.535837 0.083 0.026 0.016
Br -28.162536 20.155416 0.586922 -0.073 -0.107 -0.058
Br -31.113349 19.667173 1.570401 -0.070 -0.039 -0.037
H -29.234735 18.057350 1.325787 -0.114 0.020 -0.169
C -25.461041 22.336078 1.529138 0.204 -0.431 0.125
Br -24.635909 24.044658 1.742030 -0.069 0.128 -0.163
Br -26.345573 21.786314 3.134776 0.127 0.086 0.217
Br -24.142866 21.015866 0.987042 -0.123 0.032 -0.066
H -26.194828 22.324277 0.734501 -0.032 0.389 0.001
C -21.113189 19.130167 1.211814 -0.081 0.158 0.439
Br -21.515336 19.524999 3.057253 0.074 -0.081 0.012
Br -21.920152 17.471362 0.678653 -0.035 -0.108 -0.112
Br -19.225137 19.143467 0.912294 0.077 -0.015 -0.131
H -21.563166 19.921383 0.630276 0.079 -0.003 -0.131
C -29.169478 23.998252 -0.283750 -0.524 0.063 -0.241
Cl -28.306202 24.253799 1.212509 0.050 0.008 0.198
Cl -28.245379 23.008706 -1.405903 0.230 0.053 -0.192
Cl -29.645855 25.534090 -1.016462 0.130 0.063 -0.065
H -30.097495 23.474944 -0.093092 0.097 -0.126 0.223
C -25.387269 17.627615 -0.600592 0.775 -0.323 -0.026
C -25.466053 16.225495 0.005017 -0.125 0.229 0.006
O -26.879704 16.030218 0.143650 -0.078 -0.032 -0.013
C -27.535662 16.898542 -0.661709 0.718 -0.004 0.109
O -28.701175 16.882682 -0.870411 -0.446 0.034 0.047
O -26.669165 17.791025 -1.188179 -0.152 0.114 -0.128
H -24.617039 17.695171 -1.368317 -0.163 -0.026 -0.128
H -25.160608 18.404735 0.130428 -0.447 0.015 0.098
H -25.001560 16.144365 0.983326 -0.020 0.005 0.023
H -25.069446 15.461475 -0.663500 -0.020 -0.032 0.003